(1)
DFT (the ωB97M-V functional and the def2-TZVPD basis) results for a cluster of 5 separate species, C10H25Cl8FO3P2S in total.

```
50
Properties=species:S:1:pos:R:3:forces:R:3:lowdin_charge:R:1
O 0.701907 1.272090 2.956551 0.2 -0.1 0.1 -0.093
C 1.076348 1.677504 1.647461 0.0 -0.6 -0.1 -0.310
C -0.123264 2.196220 0.904633 0.2 0.7 0.1 -0.215
C 0.145023 2.499602 -0.569896 -0.6 0.0 0.0 -0.219
C -0.147271 1.342531 -1.539319 0.8 0.1 0.6 -0.391
P 1.258763 0.167747 -1.848876 0.0 0.4 -1.0 0.740
C 2.421463 1.482324 -2.626975 0.2 -0.3 0.4 -0.326
C 3.612706 1.911704 -1.784855 -0.2 0.8 -0.7 -0.258
F 3.353400 1.856013 -0.419073 0.1 -0.2 0.1 -0.085
P -0.007537 -1.578221 -1.090687 -0.4 -0.6 1.1 0.083
O 0.799436 -2.973550 -1.340179 0.2 0.4 -0.3 -0.301
O -1.304236 -1.747690 -2.062732 0.6 0.2 -0.3 -0.259
S -0.475560 -1.431037 0.786679 -0.1 0.0 0.0 0.298
H 1.353605 0.617572 3.240685 -0.3 0.2 0.1 0.085
H 1.476621 0.816890 1.110189 0.1 -0.1 -0.1 0.066
H 1.851531 2.440633 1.690021 0.2 0.2 0.0 0.115
H -0.393623 3.144305 1.365649 -0.2 0.1 0.2 0.113
H -0.980518 1.544428 1.021917 0.0 -0.3 0.0 0.059
H 1.123439 2.939299 -0.720316 0.3 0.0 0.0 0.096
H -0.557541 3.286238 -0.832631 -0.1 0.2 -0.2 0.105
H -1.006034 0.809505 -1.165550 -0.1 -0.3 0.1 -0.011
H -0.425879 1.758591 -2.499254 0.2 -0.1 -0.4 0.055
H 2.227519 -0.245299 -0.903020 -0.1 0.0 0.0 0.026
H 1.265340 -0.513912 -3.107897 -0.1 0.0 0.1 0.015
H 1.845333 2.332305 -2.973858 -0.2 0.3 0.1 0.069
H 2.832298 1.028908 -3.523577 0.0 -0.2 -0.2 0.065
H 4.504195 1.347399 -2.030638 0.1 -0.5 0.4 0.106
H 3.848981 2.948471 -2.016397 0.1 0.2 0.1 0.109
H 1.431682 -3.070751 -0.609756 -0.1 -0.3 -0.1 -0.008
H -1.077433 -1.377292 -2.933363 -0.3 -0.3 0.1 0.054
Cl -1.753218 -4.729487 4.581099 0.0 0.0 0.0 0.496
C -0.628766 -3.472643 4.043470 0.1 0.0 -0.1 -1.027
Cl -1.270801 -1.850744 4.312822 0.2 -0.3 0.1 0.465
H 0.296740 -3.577957 4.596766 0.0 0.0 0.1 0.023
H -0.450980 -3.594517 2.980248 -0.1 0.0 0.0 -0.011
Cl 3.069977 -4.817581 0.856920 0.0 0.1 0.1 0.516
C 2.685440 -6.263172 -0.090208 -0.1 -0.1 -0.1 -1.013
Cl 2.955655 -6.007184 -1.815519 0.0 0.0 0.0 0.514
H 3.321847 -7.072428 0.245897 0.1 0.1 0.0 0.023
H 1.642495 -6.510303 0.066640 0.0 0.1 0.0 0.029
Cl -3.802469 2.485214 1.655933 -0.1 0.1 -0.1 0.508
C -4.105060 1.715916 3.223475 0.0 -0.1 0.2 -1.000
Cl -2.739847 0.731197 3.750326 -0.2 0.3 -0.1 0.508
H -4.280663 2.492226 3.958178 0.1 0.1 0.0 0.024
H -4.976621 1.079546 3.130775 0.0 0.0 -0.1 0.026
Cl -3.128188 1.222668 -2.560864 -0.3 0.0 -0.1 0.587
C -4.105541 2.695208 -2.630547 0.0 0.1 0.0 -1.007
Cl -5.265842 2.659284 -3.962704 0.0 0.0 0.0 0.514
H -4.649170 2.789035 -1.697915 0.0 -0.1 0.0 0.016
H -3.445683 3.543197 -2.769729 0.0 0.0 -0.1 0.027
```
Forces are in eV/Å.

The HOMO energy comes out at -7.9 eV. The SMILES is OCCCC[PH2](CCF)P(O)(O)=S.ClCCl.ClCCl.ClCCl.ClCCl. The lowest unoccupied orbital energy is 0.33 eV.

---

(2)
DFT (the ωB97M-V functional and the def2-TZVPD basis) results for a cluster of 6 separate species, C10H25F6NO7 in total.

```
49
Properties=species:S:1:pos:R:3:forces:R:3:lowdin_charge:R:1
N 0.660696 -0.980258 -0.925643 0.1 0.2 0.1 0.219
H 0.878936 -0.041293 -1.282187 -0.3 -0.8 0.5 0.059
H -0.257138 -1.045539 -0.458957 -0.1 -0.3 -0.3 0.082
H 1.364813 -1.278141 -0.146268 1.1 -0.2 1.6 0.022
H 0.805025 -1.678555 -1.656935 -0.6 0.3 0.3 0.058
O 2.181921 -1.633294 1.127721 0.1 -0.1 -1.5 -0.447
H 3.061344 -2.021998 1.038132 0.0 0.0 0.0 -0.163
C 0.282233 0.532498 3.464776 2.0 -3.1 -1.1 -0.506
O 1.192872 1.296673 2.552079 0.3 1.7 0.7 -0.121
O 0.897187 -0.596401 3.746685 -1.4 1.9 1.0 -0.161
C -0.141722 1.383228 4.674906 -1.0 -0.2 0.7 -0.510
F -1.040832 0.713080 5.468835 0.2 0.1 -0.5 0.073
F 0.808826 1.775673 5.555298 0.2 0.1 -0.6 0.099
F -0.821725 2.518297 4.297165 0.1 0.1 0.3 0.053
C 0.937619 2.639293 2.226996 0.8 -0.8 -2.0 -0.333
C 1.760448 2.788469 0.929194 0.6 0.6 0.9 -0.104
H 1.660394 3.766366 0.438434 -0.2 0.0 0.0 0.050
H 2.793174 2.706631 1.275676 0.2 -0.3 -0.5 0.066
H 1.509195 1.966507 0.265889 0.1 0.0 -0.1 0.054
H 1.334108 3.337636 2.972256 -0.5 0.2 0.2 0.102
H -0.074372 2.880564 1.871637 -0.4 -0.2 0.9 0.098
H -0.525773 0.427719 2.716749 -1.2 0.1 0.7 0.137
C -2.710251 -1.671383 0.252137 1.5 -2.5 -1.0 -0.525
O -2.126853 -0.421230 -0.176680 -1.0 1.7 0.6 -0.137
O -1.714064 -2.531630 0.374676 -1.4 0.6 0.3 -0.175
C -3.659092 -1.557489 1.514087 2.1 0.1 -1.1 -0.554
F -4.340214 -2.695709 1.762244 -0.3 0.2 -0.2 0.108
F -2.953467 -1.288894 2.605793 -0.4 0.3 0.2 0.159
F -4.562900 -0.565319 1.293330 -0.6 0.0 0.6 0.081
C -2.957220 0.535112 -0.809187 0.8 0.5 0.4 -0.279
C -1.980583 1.635395 -1.272382 0.0 -0.3 -0.3 -0.071
H -1.394031 2.072970 -0.463186 -0.5 0.0 0.5 0.068
H -1.183790 1.205769 -1.882231 -0.3 -0.2 -0.4 0.043
H -2.476887 2.438475 -1.822706 0.0 0.0 0.0 0.059
H -3.729931 0.979002 -0.173261 0.3 0.0 0.5 0.097
H -3.573259 0.087661 -1.600798 0.4 -0.1 -0.5 0.103
H -3.346275 -1.902648 -0.636525 -1.0 -0.1 0.1 0.122
C 2.213012 0.752013 -3.606806 -0.6 0.2 -1.3 -0.139
O 1.201837 1.025261 -2.669248 0.3 0.1 0.4 -0.144
H 3.259290 0.983656 -3.388234 -0.2 0.4 0.7 0.081
H 2.197216 -0.314204 -3.837199 -0.2 0.0 0.2 0.068
H 1.903129 1.283036 -4.514566 0.5 -0.2 -0.3 0.077
H 0.918740 1.942494 -2.666558 0.3 0.1 -0.1 0.090
C 2.324282 -3.528453 -3.168970 -0.8 -0.3 -0.3 -0.139
O 1.035459 -3.072749 -2.761660 0.3 -0.6 -0.6 -0.139
H 2.639426 -4.338004 -2.507134 0.5 0.4 0.2 0.084
H 2.237912 -3.966757 -4.172780 0.3 0.2 -0.1 0.068
H 2.978734 -2.660991 -3.197591 0.2 -0.2 0.2 0.073
H 0.532554 -3.882540 -2.627004 -0.4 0.4 0.4 0.095
```
Forces are in eV/Å.

The net charge is -2. The calculation puts the energy relative to the best compared isomer or geometry (same formula, charge and spin) at 39.4 kcal/mol. The HOMO energy comes out at 0.1 eV. The lowest unoccupied orbital energy is 4.17 eV.

---

(3)
DFT (the ωB97M-V functional and the def2-TZVPD basis) results for a structure of composition C10H25N2O2.

```
39
Properties=species:S:1:pos:R:3:forces:R:3:lowdin_charge:R:1
C 0.717526 0.605380 4.693490 2.3 -5.7 -0.7 -0.070
H 1.801174 0.314643 4.598078 -0.8 0.8 1.0 0.093
H 0.257585 0.313719 5.585669 0.1 0.0 2.0 0.062
C 0.048202 -0.381538 3.677847 1.3 0.6 2.6 -0.242
H 0.418187 -1.505837 3.912441 -1.3 2.7 -0.6 0.178
H -0.981329 -0.124709 3.883735 -0.7 -1.0 -0.6 0.109
C 0.490244 0.083861 2.370496 -2.8 -3.6 -3.3 -0.254
N -0.418626 -0.936828 1.334275 -0.4 4.2 -0.1 -0.030
H -0.550452 -1.878047 1.652977 -0.2 0.0 0.7 0.103
C -1.637656 -0.185386 0.852303 -2.2 -7.4 3.9 -0.265
H -2.758140 -0.744931 1.355475 3.1 1.7 -1.5 0.219
C -1.708527 -0.368478 -0.539125 -0.6 4.4 -5.9 -0.067
N -0.128998 0.179843 -1.117427 -9.2 4.6 1.3 0.069
H 0.214820 -0.179634 -0.327287 3.6 -2.5 3.5 -0.001
C 0.202859 -0.195936 -2.439311 -1.8 12.8 0.1 -0.211
C -0.839650 0.524283 -3.423866 4.9 -13.5 -1.1 -0.167
C -1.733584 -0.545824 -3.978781 -5.5 -2.9 1.1 -0.103
H -2.527155 -0.813389 -3.095673 1.7 0.2 -1.8 0.092
H -1.462008 -1.643699 -4.353773 0.4 2.7 0.8 0.127
H -2.519664 -0.173885 -4.715756 1.4 -0.2 0.5 0.092
H -1.304684 1.217078 -3.122028 -6.4 9.5 4.9 0.011
H -0.388133 0.789339 -4.241140 3.5 2.1 -4.2 0.064
H 0.183805 -1.140274 -2.493771 1.2 -7.2 -1.0 0.095
C 1.396805 0.807740 -2.461098 6.0 -15.5 -6.2 -0.470
H 2.133090 -0.061137 -1.865424 -0.7 3.6 -0.6 0.174
O 1.195660 1.994941 -2.271783 2.6 10.9 1.8 0.010
H 2.161399 2.612854 -2.431540 -4.4 -2.7 0.7 0.303
H 1.721130 0.505043 -3.590433 0.2 1.2 1.9 0.166
H -0.227208 1.362030 -0.890831 0.7 -4.3 -1.4 0.277
H -2.445473 0.464893 -1.098209 1.7 -2.5 1.5 0.181
H -1.875107 -1.347916 -0.978722 0.3 0.0 0.3 0.113
H -1.643435 0.731222 1.248758 0.0 3.7 1.0 0.053
C 1.798302 -0.521994 1.945640 3.2 2.5 2.5 -0.324
H 2.678689 0.074064 2.569756 -1.8 -1.1 -1.7 0.166
H 2.045731 -1.571617 2.225986 -1.1 0.5 0.0 0.133
O 1.864605 -0.332712 0.570687 7.3 -1.8 -1.5 -0.196
H 3.027948 -0.708209 0.346789 -5.5 2.0 0.6 0.283
H 0.221658 1.209545 2.102499 1.0 -2.5 0.4 0.196
H 0.570411 1.571504 4.509078 -0.7 3.9 -1.0 0.030
```
Forces are in eV/Å.

The net charge is +1. The calculation puts the energy relative to the best compared isomer or geometry (same formula, charge and spin) at 311.3 kcal/mol. The HOMO energy comes out at -12.1 eV. The lowest unoccupied orbital energy is -2.83 eV.

---

(4)
DFT (the ωB97M-V functional and the def2-TZVPD basis) results for a cluster of 2 separate species, C10H25N5O5P in total.

```
46
Properties=species:S:1:pos:R:3:forces:R:3:lowdin_charge:R:1
N -0.592107 0.780833 4.596400 -0.4 -0.6 -0.1 0.000
C -0.156317 -0.556860 4.107679 -0.3 0.7 0.1 -0.242
C 1.228345 -0.569373 3.487090 0.2 -0.9 0.3 -0.216
O 2.149597 0.227402 4.211537 -0.5 0.2 -0.2 -0.009
C 3.312594 0.552362 3.553853 -0.3 0.0 -0.4 -0.543
O 3.874175 1.541363 3.901987 0.5 0.5 0.4 0.124
N 3.665029 -0.364134 2.550850 -0.1 0.0 0.3 0.107
C 5.103756 -0.845334 2.522520 1.2 -1.1 -0.5 -0.746
O 6.013143 -0.036360 2.721757 -0.5 0.3 0.2 -0.038
O 5.181482 -2.063943 2.250687 -0.4 0.6 0.1 -0.085
H -1.372526 1.075312 4.021750 0.1 0.2 -0.1 0.045
H -1.016944 0.640294 5.504291 0.2 0.2 0.2 0.049
H -0.255511 -1.284560 4.909880 0.3 0.0 0.2 0.101
H -0.844923 -0.880869 3.325696 0.0 -0.3 -0.1 0.096
H 1.152010 -0.296966 2.437510 0.2 0.3 -0.1 0.101
H 1.587082 -1.598215 3.525255 0.0 -0.2 -0.3 0.121
H 3.415477 -0.009034 1.637955 0.0 -0.1 -0.1 0.123
O 0.413864 -0.060044 -0.360228 -2.6 -0.7 2.1 -0.285
P -0.762287 0.052211 -1.282939 3.4 1.5 -5.2 0.673
N -0.297312 -1.134314 -2.454420 -0.3 -0.2 0.4 -0.300
C -0.661714 -1.148028 -3.854560 -0.4 0.0 -0.2 -0.137
C -0.084894 -2.477179 -1.919215 0.2 0.0 0.4 -0.132
N -0.480750 1.629874 -1.896896 0.0 0.0 0.2 -0.326
C -0.504748 1.972790 -3.302744 -0.5 0.1 -0.1 -0.151
C 0.523517 2.430164 -1.202139 0.2 -0.1 0.1 -0.129
N -2.441667 0.106097 -1.720164 -0.3 -0.4 2.8 -0.278
C -3.196492 1.200696 -1.059402 0.0 0.3 -0.2 -0.127
C -3.168292 -1.142285 -1.387375 0.1 -0.3 -0.5 -0.131
H -1.728419 -1.347919 -4.048596 0.0 0.0 0.0 0.076
H -0.091454 -1.926696 -4.363704 0.0 -0.1 0.1 0.079
H -0.396380 -0.223558 -4.356827 -0.1 0.0 0.1 0.044
H -1.019367 -2.993115 -1.652414 0.1 -0.1 -0.1 0.063
H 0.535973 -2.434118 -1.025041 0.0 0.1 0.0 0.077
H 0.443609 -3.096995 -2.643308 0.0 0.1 -0.1 0.078
H 0.408712 1.651413 -3.820031 0.0 0.0 0.0 0.083
H -0.584699 3.057933 -3.418428 0.1 0.0 0.1 0.077
H -1.376034 1.554266 -3.805905 0.0 -0.1 0.0 0.069
H 1.544769 2.141973 -1.474376 0.0 0.0 0.0 0.089
H 0.422412 2.344263 -0.125164 0.1 -0.1 0.0 0.072
H 0.382669 3.484158 -1.454763 -0.1 0.0 -0.1 0.077
H -3.176250 1.119914 0.031675 -0.1 0.0 0.0 0.084
H -4.235434 1.168011 -1.389578 0.0 -0.2 0.0 0.077
H -2.799987 2.171460 -1.337766 0.2 -0.1 0.0 0.069
H -3.052776 -1.431270 -0.339074 -0.1 0.0 0.0 0.088
H -2.830884 -1.967919 -2.011535 0.1 0.1 0.0 0.057
H -4.230044 -1.013701 -1.591781 0.0 0.1 0.0 0.078
```
Forces are in eV/Å.

The net charge is -1. The HOMO energy comes out at -3.8 eV. The lowest unoccupied orbital energy is 1.99 eV.

---

(5)
DFT (the ωB97M-V functional and the def2-TZVPD basis) results for a structure of composition C10H25NO12P2S.

```
51
Properties=species:S:1:pos:R:3:forces:R:3:lowdin_charge:R:1
C -3.952594 -5.348242 -1.790258 0.2 -0.1 0.1 -0.001
C -3.752421 -3.915004 -2.208457 -0.1 -0.2 0.8 -0.526
O -3.770396 -3.568295 -3.353208 -0.3 0.2 -0.9 0.103
N -3.552393 -3.018309 -1.137000 0.7 0.3 -0.5 -0.100
C -2.324917 -3.408345 -0.402770 -0.3 -0.3 0.1 -0.046
C -3.535367 -1.614077 -1.588210 -0.1 -0.1 0.1 -0.174
C -4.005479 -0.647682 -0.499500 -0.1 -0.1 0.1 -0.162
C -3.093215 -0.302222 0.682143 -0.1 0.1 0.1 -0.169
C -1.981097 0.696076 0.385456 0.0 0.0 -0.1 -0.183
O -1.573567 0.611537 -1.006826 0.1 -0.2 0.5 -0.182
P -0.228793 1.281003 -1.478174 0.0 0.5 -1.0 0.375
O 0.021534 1.154307 -2.898504 -0.1 -0.2 0.2 -0.171
O -0.294394 2.783223 -0.880021 0.0 0.1 0.3 -0.206
O -1.181604 3.535109 -1.725627 0.0 -0.1 0.0 0.010
O 0.923291 0.743492 -0.497044 -0.1 -0.3 -0.2 -0.223
P 1.766894 -0.594288 -0.863838 0.4 0.1 0.3 0.331
O 2.495387 -0.642080 -2.112291 -0.1 0.0 0.1 -0.187
O 0.715700 -1.777049 -0.685504 0.0 0.1 0.0 -0.088
O 2.624553 -0.591302 0.482084 -0.1 -0.4 -0.1 -0.098
H -4.672838 -5.811864 -2.459161 0.0 0.0 0.0 0.088
H -4.297325 -5.406778 -0.761036 0.0 -0.1 0.0 0.080
H -3.007456 -5.887172 -1.885615 0.0 0.0 0.0 0.087
H -1.777670 -2.510841 -0.136158 -0.1 0.0 0.1 0.048
H -1.651034 -4.010285 -1.019041 0.0 0.1 0.0 0.099
H -2.560795 -3.989968 0.489270 0.0 0.1 0.1 0.091
H -4.256258 -1.545678 -2.400268 0.0 0.0 0.0 0.121
H -2.569615 -1.350268 -2.024124 0.0 0.1 0.1 0.123
H -4.914922 -1.082457 -0.077231 0.0 0.1 -0.1 0.117
H -4.300644 0.286480 -0.984269 0.0 0.0 0.0 0.117
H -2.707274 -1.191915 1.177702 0.0 -0.1 -0.1 0.098
H -3.722545 0.187663 1.430329 0.0 -0.1 0.1 0.116
H -2.328135 1.713699 0.573300 0.0 0.0 -0.1 0.121
H -1.110373 0.529661 1.021645 0.0 0.0 0.0 0.118
H -2.053948 3.338686 -1.346870 0.1 0.1 0.1 0.102
H 0.287271 -1.752203 0.181140 0.0 -0.1 -0.1 0.081
H 3.174165 -1.388804 0.526427 0.1 0.2 0.0 0.108
O 4.663837 3.716615 3.863998 0.0 0.1 0.1 -0.279
S 5.309623 3.424309 2.619793 0.0 -0.1 -0.1 0.561
O 5.579001 4.486094 1.702255 0.0 0.1 0.0 -0.271
O 4.503600 2.271991 1.886780 0.1 0.0 0.0 -0.261
C 3.075776 2.460482 1.723327 -0.4 0.1 0.0 -0.244
C 2.733672 3.394955 0.583846 0.2 0.2 0.0 -0.059
C 6.787336 2.516848 2.907622 0.0 0.0 0.0 -0.124
H 2.654334 2.804907 2.669112 0.1 0.1 0.0 0.116
H 2.695289 1.462500 1.534865 0.1 0.0 0.0 0.084
H 3.045711 4.415541 0.801240 0.0 0.0 0.0 0.077
H 1.658203 3.393887 0.415685 0.0 0.0 0.0 0.059
H 3.234446 3.086726 -0.334447 -0.1 -0.1 0.0 0.095
H 6.566477 1.690149 3.576335 0.0 0.0 0.0 0.073
H 7.492329 3.205445 3.367513 0.0 0.0 0.0 0.077
H 7.168639 2.163745 1.953585 0.0 0.0 0.0 0.075
```
Forces are in eV/Å.

The calculation puts the energy relative to the best compared isomer or geometry (same formula, charge and spin) at 3.9 kcal/mol. The HOMO energy comes out at -9.6 eV. The lowest unoccupied orbital energy is -0.25 eV.

---

> Which formula does entry 2 have?

C10H25F6NO7

---

> Among the records above, which one has the lowest HOMO energy?

C10H25N2O2

---

> Which value of HOMO energy does entry 2 give?

0.1 eV

---

> Number 5 is which compound?

C10H25NO12P2S